1.
The following is a quantum chemistry calculation of the molecule H3N3O2, from the OMol25 dataset.

Values from the calculation:
E_HOMO = -10.24 eV
SMILES = NN[N+](=O)[O-]
Calculated total energy = -316.37801 hartree
LUMO = 0.37 eV

XYZ file:
```
8
Properties=species:S:1:pos:R:3:forces:R:3
N 0.24786 -0.39390 1.29097 2.2 0.3 -2.0
N 0.29992 0.63226 0.37488 2.0 0.8 -3.6
N -0.35379 0.21794 -1.11700 -0.2 0.3 3.5
O -1.00165 -0.80702 -1.03785 0.6 1.2 -1.5
O -0.19623 1.08468 -1.93494 -0.4 -1.4 -0.1
H 0.36853 -1.31801 0.87496 0.1 0.1 0.1
H -0.63454 -0.32064 1.67627 -2.1 -0.1 1.2
H 1.26991 0.90470 -0.12729 -2.2 -1.2 2.3
```
Forces are in eV/Å.


2.
The following is a quantum chemistry calculation of C26H63N9O10V as an isolated structure, from the OMol25 dataset.

Values from the calculation:
E_HOMO (spin up / spin down) = -15.46 / -15.46 eV
Charge = +3
Calculated total energy = -3216.70154 hartree
Expectation value of S² = 6.047
Multiplicity = 5
LUMO (spin up / spin down) = -8.29 / -12.02 eV

XYZ file:
```
109
Properties=species:S:1:pos:R:3:forces:R:3
V -1.83203 2.23225 0.13201 0.7 -2.3 2.7
N 0.90140 3.87734 -2.28106 -0.7 1.2 0.0
H -0.10147 3.92201 -2.39221 -0.4 0.2 0.0
H 1.19974 4.68057 -1.74636 0.1 0.7 -0.1
H 1.29157 3.90086 -3.21236 0.6 -0.3 -0.2
H 1.08666 3.09056 -1.67546 0.5 -1.9 0.3
C 1.47616 -0.66276 -0.42318 -0.3 0.2 -0.3
C 0.51693 0.52173 -0.31590 -0.5 -0.1 0.3
O 0.79928 1.64986 -0.75785 1.2 1.2 -1.2
O -0.63058 0.36769 0.16923 -1.2 -0.2 0.4
H 1.28144 -1.48052 0.27068 -0.1 0.4 0.3
H 2.52142 -0.35378 -0.41630 -0.2 0.1 0.2
H 1.27895 -1.09964 -1.40213 -0.1 0.1 -0.2
C 6.27728 3.10823 -0.43604 1.8 1.0 1.0
O 7.32480 2.61069 -0.80535 -1.6 -0.2 -0.2
N 5.01135 2.65942 -0.49049 -0.9 -0.7 -0.7
C 3.90461 3.42341 0.07536 0.1 -0.1 -1.0
C 4.66177 1.45209 -1.23692 -0.2 0.4 0.9
H 6.27117 4.05917 0.11882 0.3 0.3 0.0
H 4.21558 4.37943 0.49660 0.3 -0.4 0.5
H 3.24718 2.82208 0.70328 0.4 0.0 0.5
H 3.24303 3.73519 -0.73285 -0.2 0.0 -0.5
H 5.49516 1.05438 -1.81605 0.0 0.4 0.1
H 4.34844 0.71882 -0.49379 0.0 -0.4 -0.1
H 3.78871 1.67817 -1.84909 0.0 -0.1 -0.3
C -4.63933 0.50959 -0.91214 -0.8 -1.8 -1.4
O -3.68366 0.95807 -0.28854 1.6 1.7 0.3
N -4.57148 -0.32534 -1.97016 0.4 1.2 1.3
C -5.79534 -0.98936 -2.36863 -0.7 -0.9 -0.7
C -3.28628 -0.75604 -2.52444 0.1 -0.3 -0.3
H -5.69398 0.64470 -0.62640 0.3 0.4 0.3
H -5.67861 -2.06384 -2.22732 0.1 -0.1 -0.3
H -6.10157 -0.78121 -3.39381 0.5 0.0 -0.1
H -6.68736 -0.75438 -1.78795 0.4 0.5 0.4
H -2.42729 -0.18844 -2.16658 -0.4 0.3 0.4
H -3.07520 -1.79342 -2.26483 -0.2 -0.1 0.1
H -3.26733 -0.68031 -3.61164 -0.4 0.0 0.0
C -1.70643 -2.94544 0.19415 -0.6 0.8 0.4
O -1.36742 -3.73965 -0.63548 1.4 -1.1 -1.4
N -2.99021 -2.77384 0.51664 -1.5 1.1 1.2
C -3.36374 -1.90850 1.66865 -0.1 0.9 -0.3
C -4.05838 -3.68483 0.01526 0.7 0.4 0.7
H -1.01977 -2.24857 0.69919 0.0 0.0 0.2
H -3.29327 -2.28416 2.68944 0.1 -0.9 -0.2
H -4.36278 -1.48149 1.58102 -0.4 -0.7 -0.4
H -2.83325 -0.95754 1.71712 0.9 -0.2 -0.5
H -4.93455 -3.09415 -0.25219 -0.1 0.0 0.4
H -3.79480 -4.26958 -0.86604 0.5 0.2 0.3
H -4.21696 -4.33933 0.87234 -0.7 -0.3 -0.4
C -1.46624 0.65679 -6.08598 -1.5 0.8 -2.2
O -1.90138 0.81791 -7.22206 0.6 0.2 1.7
N -0.75191 -0.37693 -5.68760 0.7 -2.5 -2.2
C -0.41388 -0.58370 -4.36554 0.8 -0.4 2.1
C -0.33314 -1.47264 -6.61521 0.3 1.0 -0.3
H -1.63550 1.31999 -5.22359 -0.3 0.6 -0.1
H 0.62181 -0.91372 -4.28476 0.4 0.1 0.0
H -0.97792 -1.37050 -3.86464 -0.3 -0.2 0.0
H -0.52098 0.32926 -3.77976 0.0 0.1 0.1
H 0.75261 -1.51934 -6.53110 0.1 -0.5 0.3
H -0.82480 -2.43034 -6.44435 0.0 0.1 0.5
H -0.47617 -1.24548 -7.67164 -0.5 0.5 0.3
C 0.63479 4.12785 1.82752 0.1 0.0 0.1
O -0.25767 3.52634 1.20924 -0.8 0.1 -1.4
N 1.28945 3.60439 2.82784 0.6 -1.9 0.5
C 2.12817 4.36351 3.71780 0.4 0.1 0.6
C 1.09670 2.17785 3.19820 -1.1 0.1 -0.2
H 1.01465 5.13797 1.60943 -0.6 0.1 -0.3
H 3.01751 3.77321 3.93853 0.1 0.2 -0.1
H 1.60231 4.50709 4.66170 0.0 0.1 0.1
H 2.39692 5.34408 3.32494 0.0 -0.1 -0.1
H 0.41770 2.11862 4.04882 0.0 0.0 0.1
H 0.62779 1.64464 2.37122 -0.1 0.3 0.0
H 1.96396 1.57754 3.47313 0.6 0.9 -0.1
C 2.95563 -5.32677 -2.83025 -1.5 -1.8 -1.9
O 3.19548 -6.53648 -3.07565 0.3 2.9 1.2
N 3.83215 -4.30616 -2.65578 1.2 1.4 1.5
C 3.37515 -2.89048 -2.60334 0.6 0.1 -0.3
C 5.23060 -4.47646 -2.32189 0.6 -1.4 -1.0
H 1.95342 -4.88592 -2.94614 -0.2 -0.6 0.3
H 3.17967 -2.56749 -1.58082 -0.4 -0.5 0.2
H 2.57248 -2.61919 -3.28906 -0.2 -0.7 0.2
H 4.21037 -2.24038 -2.86388 0.3 -0.4 -0.3
H 5.59370 -4.23948 -1.32185 -0.7 0.7 0.2
H 5.51112 -5.52513 -2.42030 -0.2 -0.1 -0.3
H 5.75085 -3.88885 -3.07831 0.4 0.1 0.2
C -2.44584 1.45138 3.36982 -0.9 0.0 4.7
O -2.28508 1.75810 2.23919 0.9 1.4 -6.0
N -3.61373 1.20526 3.94074 0.1 -0.1 -0.6
C -3.65885 0.83214 5.33332 -1.0 0.1 0.2
C -4.87236 1.27765 3.22264 0.0 0.1 -1.1
H -1.63886 1.52472 4.11521 0.2 -0.6 -0.1
H -4.48475 0.12217 5.37718 0.3 -0.3 0.5
H -3.97821 1.70621 5.90087 0.3 -0.1 0.4
H -2.71395 0.40346 5.66726 -0.1 0.1 0.1
H -5.50315 2.13267 3.46582 0.1 -0.1 0.7
H -4.67381 1.44194 2.16355 0.3 -0.3 0.0
H -5.43388 0.34755 3.31050 0.0 0.1 0.2
C 0.96972 -0.25134 5.54728 -1.1 -0.1 -0.2
O -0.12531 0.23333 5.81969 0.6 -0.1 -0.2
N 1.19938 -0.92666 4.38679 2.4 -0.8 0.6
C 0.14918 -1.24120 3.47293 0.2 1.3 -1.3
C 2.58444 -1.42194 4.05302 -0.9 0.2 0.5
H 1.81563 -0.18907 6.24924 0.1 0.0 -0.3
H -0.80389 -0.86736 3.84709 -0.1 -1.0 0.3
H 0.25775 -2.23516 3.03893 -0.6 -0.4 0.8
H 0.28181 -0.61691 2.58932 0.1 0.3 -0.4
H 2.69019 -2.50263 3.95800 -0.7 -0.2 0.3
H 2.92948 -1.05757 3.08541 -0.1 0.6 0.1
H 3.25909 -1.13830 4.86080 0.0 0.2 -0.2
```
Forces are in eV/Å.


Question: The lowest calculated total energy belongs to which entry?
Answer: C26H63N9O10V


Question: Which value of calculated total energy does entry 2 give?
Answer: -3216.70154 hartree